Entry 1:
ORCA calculation (ωB97M-V/def2-TZVPD) on a molecular structure, C25H44AsN4O4PtSSi2.

Cartesian coordinates (Å):
1 Pt 0.1379 0.0574 -0.2848
2 C -2.6520 3.9250 -1.3955
3 C -1.6350 2.8697 -0.8988
4 N -0.6743 2.5684 -1.9489
5 C -1.3652 2.0696 -3.1294
6 C -2.2698 3.1786 -3.7195
7 N -2.2117 4.3476 -2.7723
8 C -0.8154 4.9032 -2.7193
9 C 0.1140 3.7446 -2.2743
10 H -2.6816 4.8212 -0.7780
11 H -3.6616 3.5282 -1.4913
12 H -2.1452 1.9490 -0.6246
13 H -1.1019 3.2170 -0.0141
14 H -1.9556 1.2013 -2.8399
15 H -0.6350 1.7321 -3.8625
16 H -3.3138 2.8803 -3.7982
17 H -1.9320 3.5400 -4.6896
18 H -2.8400 5.0736 -3.1094
19 H -0.8306 5.7324 -2.0139
20 H -0.5806 5.2870 -3.7104
21 H 0.6897 4.0432 -1.3987
22 H 0.8152 3.4927 -3.0698
23 C 2.0947 -6.0246 0.6117
24 C 1.3517 -4.9002 -0.0526
25 C 0.0664 -4.5543 0.3585
26 C -0.6337 -3.5341 -0.2618
27 C -0.0370 -2.8382 -1.3023
28 C 1.2360 -3.1717 -1.7406
29 C 1.9226 -4.1967 -1.1100
30 S -0.9274 -1.5379 -2.1077
31 O -1.6331 -0.8140 -0.9741
32 O -1.8216 -2.0786 -3.0779
33 O 0.1036 -0.5970 -2.6106
34 H 1.7631 -6.1659 1.6400
35 H 3.1689 -5.8426 0.6162
36 H 1.9214 -6.9615 0.0783
37 H -0.3914 -5.0885 1.1830
38 H -1.6240 -3.2646 0.0725
39 H 1.6865 -2.6224 -2.5565
40 H 2.9217 -4.4525 -1.4420
41 C -3.1723 -0.0047 4.0007
42 Si -2.8934 -0.1553 2.1521
43 C -3.8695 1.1784 1.2562
44 C -3.5626 -1.7843 1.5103
45 As -0.5993 0.3277 1.9712
46 Si 0.5229 -1.3507 3.2229
47 C -0.5747 -2.7641 3.8058
48 C 1.9508 -2.0478 2.2015
49 C 1.1843 -0.4489 4.7281
50 H -4.2419 0.0171 4.2233
51 H -2.7260 0.9089 4.3978
52 H -2.7422 -0.8525 4.5358
53 H -4.9324 1.0366 1.4683
54 H -3.7393 1.0827 0.1758
55 H -3.5920 2.1855 1.5744
56 H -4.6168 -1.8823 1.7838
57 H -3.0400 -2.6528 1.9063
58 H -3.4995 -1.8047 0.4218
59 H -1.4102 -2.9421 3.1328
60 H -0.9787 -2.5691 4.8007
61 H 0.0056 -3.6883 3.8634
62 H 1.8384 -1.8270 1.1387
63 H 1.9804 -3.1348 2.3030
64 H 2.9156 -1.6618 2.5399
65 H 0.3639 -0.0172 5.3053
66 H 1.8473 0.3712 4.4432
67 H 1.7406 -1.1237 5.3832
68 N 4.1236 1.0729 -3.6330
69 C 4.6419 1.6977 -2.5403
70 O 5.6040 2.4314 -2.5875
71 C 3.9235 1.4683 -1.2389
72 C 4.6020 1.6955 -0.0458
73 C 3.9289 1.5223 1.1473
74 C 2.6002 1.1337 1.1253
75 N 1.9454 0.9186 -0.0195
76 C 2.6006 1.0860 -1.1814
77 H 4.6541 1.1549 -4.4856
78 H 3.5157 0.2774 -3.5420
79 H 5.6367 2.0093 -0.0825
80 H 4.4173 1.6855 2.0973
81 H 2.0170 1.0232 2.0295
82 H 2.0059 0.9103 -2.0702

The calculation puts the largest force on an atom at 0.011 Eh/bohr. The total charge is +1. As for the spin multiplicity: 1. As for the energy above the lowest of the compared OMol25 structures with the same formula, charge and spin: 3.0 kcal/mol.

And the Löwdin charges, in e, turn out to be: Pt 0.7021; C -0.0455; C -0.1645; N -0.1728; C -0.1348; C -0.0432; N -0.0917; C -0.0520; C -0.1314; H 0.1353; H 0.1360; H 0.0663; H 0.1235; H 0.1164; H 0.1291; H 0.1372; H 0.1349; H 0.1876; H 0.1345; H 0.1342; H 0.1300; H 0.1302; C -0.0411; C -0.2726; C -0.0303; C -0.0438; C -0.3092; C -0.0560; C -0.0282; S 0.4696; O -0.5087; O -0.2485; O -0.4086; H 0.0785; H 0.0816; H 0.0904; H 0.1207; H 0.0994; H 0.1112; H 0.1189; C -0.2249; Si 0.2230; C -0.2301; C -0.2084; As 0.7050; Si 0.2608; C -0.2082; C -0.2141; C -0.2386; H 0.0355; H 0.0269; H 0.0155; H 0.0387; H 0.0077; H 0.0282; H 0.0403; H 0.0052; H 0.0162; H -0.0071; H 0.0289; H 0.0297; H -0.0106; H 0.0213; H 0.0304; H 0.0270; H 0.0146; H 0.0361; N 0.1797; C -0.4977; O 0.0866; C -0.1033; C 0.0312; C -0.0064; C -0.1332; N -0.1310; C -0.0733; H 0.1196; H 0.0987; H 0.1337; H 0.1212; H 0.0417; H 0.0987

=====

Entry 2:
ORCA calculation (ωB97M-V/def2-TZVPD) on a molecular structure, C25H44BiCl3N4O3Si at a distorted geometry.

Cartesian coordinates (Å):
1 C 2.1390 -1.4565 -5.0024
2 C 1.2795 -0.4361 -4.2976
3 H 2.1782 -1.2653 -6.0779
4 H 1.7996 -2.4821 -4.8423
5 H 3.1785 -1.3444 -4.6650
6 C 0.5535 0.5196 -4.9574
7 C 0.5571 0.7129 -6.4294
8 H -0.0483 1.2181 -4.3862
9 H -0.1228 0.0088 -6.9396
10 H 1.5479 0.6685 -6.9193
11 H 0.1926 1.7338 -6.6240
12 Bi -0.5953 -0.7467 2.2363
13 Cl 1.9266 -0.5635 2.3525
14 Cl -0.9209 -3.1302 3.1495
15 C 0.4683 2.3500 1.7832
16 O -0.5386 1.6852 1.4174
17 N 0.4327 3.6655 1.9921
18 C -0.7890 4.4332 1.7763
19 C 1.6760 4.3888 2.2369
20 H 1.4390 1.8828 1.9737
21 H -1.6589 3.7905 1.9412
22 H -0.8278 4.8394 0.7542
23 H -0.7933 5.2666 2.4876
24 H 2.4238 3.6738 2.5981
25 H 1.5056 5.1646 2.9934
26 H 2.0541 4.8543 1.3132
27 H -2.4582 -1.8348 -2.8720
28 H -2.5461 0.8020 -3.8800
29 C -3.3000 -1.4095 -2.3026
30 C -3.2828 0.9426 -3.0741
31 N -3.0272 -0.0102 -1.9955
32 H -3.4383 -1.9675 -1.3714
33 C -2.7773 0.3764 -0.7131
34 O -2.8068 -0.3800 0.2748
35 H -3.2194 1.9637 -2.6925
36 H -2.5064 1.4538 -0.6370
37 H -4.2004 -1.4679 -2.9238
38 H -4.2798 0.7581 -3.4955
39 O 0.6290 -1.1821 -2.7877
40 C 1.6211 -0.2423 -2.8191
41 C 0.0319 1.5850 -2.1699
42 C 1.3369 1.1015 -2.1900
43 H -0.7836 0.9026 -2.4222
44 C -0.2230 2.9264 -1.8713
45 H 2.6159 -0.6579 -2.5796
46 C 2.3883 1.9455 -1.8248
47 H -1.2334 3.3308 -1.9600
48 C 0.8266 3.7633 -1.5040
49 C 2.1280 3.2633 -1.4644
50 H 3.4044 1.5552 -1.8528
51 H 0.6414 4.8051 -1.2432
52 H 2.9568 3.9101 -1.1898
53 Si 0.5058 -3.4100 -0.8744
54 Cl 0.1301 -1.1064 -0.1669
55 C -1.1416 -4.2105 -0.5719
56 C 1.5327 -3.8848 0.6296
57 C 1.3984 -3.6407 -2.4522
58 H -1.9861 -3.5286 -0.6822
59 H -1.1691 -4.6046 0.4542
60 H -1.2686 -5.0575 -1.2576
61 H 0.6809 -3.6972 -3.2759
62 H 1.9722 -4.5818 -2.4209
63 H 2.1037 -2.8221 -2.6238
64 H 2.1193 -3.0426 1.0474
65 H 2.2120 -4.6905 0.2929
66 H 0.8806 -4.2718 1.4363
67 C 1.4907 -2.0915 7.3927
68 C 0.5338 -1.3169 6.5810
69 C -0.7879 -0.9631 6.8515
70 C -1.2697 -0.3027 5.7099
71 N -0.2855 -0.2431 4.7743
72 N 0.8039 -0.8351 5.3553
73 C -2.6089 0.2858 5.5382
74 H 1.8197 -1.5072 8.2647
75 H 0.9798 -2.9893 7.7705
76 H 2.3696 -2.3983 6.8093
77 H -1.3315 -1.1955 7.7493
78 H 1.6805 -0.8841 4.8388
79 H -3.3845 -0.4499 5.7893
80 H -2.7556 1.1375 6.2210
81 H -2.7791 0.6377 4.5164

The calculation puts the largest force on an atom at 0.069 Eh/bohr. The total charge is 0. As for the spin multiplicity: 1. As for the energy above the lowest of the compared OMol25 structures with the same formula, charge and spin: 32.3 kcal/mol.

And the Löwdin charges, in e, turn out to be: C -0.0307; C -0.3005; H 0.0650; H 0.0634; H 0.0850; C -0.1655; C -0.1631; H 0.0609; H 0.0599; H 0.0616; H 0.0612; Bi 1.1416; Cl -0.0263; Cl -0.1807; C -0.3295; O -0.2211; N -0.1701; C -0.0225; C -0.0339; H 0.0667; H 0.0918; H 0.0864; H 0.0901; H 0.0944; H 0.0912; H 0.0888; H 0.1011; H 0.0923; C -0.0318; C -0.0459; N -0.1788; H 0.0736; C -0.3353; O -0.1520; H 0.0824; H 0.1312; H 0.0879; H 0.0902; O -0.3331; C -0.4045; C -0.0878; C -0.1914; H 0.0795; C -0.0866; H 0.1299; C -0.0269; H 0.0951; C -0.1261; C -0.1052; H 0.1125; H 0.0914; H 0.0938; Si 0.5193; Cl 0.2967; C -0.1879; C -0.2411; C -0.2017; H 0.0096; H 0.0154; H 0.0415; H 0.0469; H 0.0487; H 0.0283; H -0.0129; H 0.0350; H -0.0199; C -0.0205; C -0.3020; C 0.0123; C -0.3641; N -0.1099; N 0.0082; C -0.0368; H 0.0890; H 0.0927; H 0.0869; H 0.1127; H 0.0824; H 0.0908; H 0.0899; H 0.0706

=====

Entry 3:
ORCA calculation (ωB97M-V/def2-TZVPD) on a gas-phase ion, C25H44ClF6N2O10P2 (charge +1) at a distorted geometry.

Cartesian coordinates (Å):
1 C -0.8890 5.8216 2.5762
2 C -1.0369 4.6929 1.3947
3 O -2.1073 3.7063 1.6037
4 C -1.6285 2.5661 2.4481
5 N -1.3724 1.3419 1.5895
6 C 0.1218 1.0158 1.4117
7 C 0.1942 0.1350 0.0073
8 C 0.1999 1.0674 -1.3574
9 C 1.1003 2.4210 -1.2858
10 C 2.6313 2.2409 -0.7371
11 N 3.3776 3.5791 -0.5967
12 C 1.4791 -0.9370 0.0218
13 C 1.5033 -1.9470 -1.2683
14 C 2.8698 -2.9131 -1.2563
15 P 3.4955 -3.0199 -3.0987
16 O 4.2077 -4.4574 -3.1977
17 O 4.7191 -1.8442 -3.4822
18 C 4.5845 -0.6085 -2.6965
19 C 5.0870 0.6339 -3.6978
20 O 2.1637 -3.0821 -4.2430
21 C 2.0641 -1.8422 -5.0282
22 C 0.4738 -1.5471 -5.4560
23 O -1.0009 -0.7562 -0.1715
24 C -1.5632 -1.1509 1.1474
25 C -2.6032 -2.3698 0.8227
26 O -3.5039 -2.1122 -0.1703
27 C -2.6777 -3.8679 1.4193
28 F -4.0872 -4.0925 1.9022
29 F -2.5224 -4.8214 0.2576
30 C -1.6724 -4.2922 2.6244
31 F -2.0059 -5.7482 2.8929
32 F -2.1260 -3.5992 3.8486
33 C -0.0847 -4.2780 2.3058
34 F 0.1837 -3.8545 0.8798
35 F 0.4473 -5.6930 2.3596
36 C 0.8961 -3.3932 3.2415
37 O 0.6088 -2.5818 4.2556
38 O 2.3591 -3.4646 2.9004
39 C -2.1699 0.1055 2.0081
40 C -3.7467 0.4493 1.7520
41 O -4.1186 0.7904 0.3737
42 C -4.8840 2.0396 0.2784
43 C -6.4800 1.6586 0.3548
44 P -1.9404 -0.3601 3.8699
45 O -0.5805 0.4471 4.5955
46 Cl -3.6212 0.3516 5.0392
47 H 0.0931 5.5433 3.1888
48 H -1.8018 5.8678 3.3259
49 H -0.7002 6.9070 2.1539
50 H 0.0112 4.1604 1.2721
51 H -1.2328 5.2400 0.3521
52 H -0.6367 2.8724 2.9912
53 H -2.4737 2.4166 3.2634
54 H -1.6790 1.6327 0.6116
55 H 0.8099 1.9590 1.4272
56 H 0.5360 0.2942 2.2517
57 H 0.4827 0.4954 -2.3364
58 H -0.9329 1.4152 -1.5030
59 H 0.5562 3.2726 -0.6679
60 H 1.1846 2.8516 -2.3937
61 H 3.2234 1.5969 -1.5156
62 H 2.6978 1.7500 0.3477
63 H 4.3044 3.2854 -0.1665
64 H 3.5858 3.9059 -1.5662
65 H 2.5174 -0.4089 0.1113
66 H 1.3471 -1.5682 1.0260
67 H 0.5377 -2.6450 -1.3474
68 H 1.5553 -1.3944 -2.3206
69 H 2.6249 -4.0239 -0.9216
70 H 3.7514 -2.4227 -0.6629
71 H 5.2148 -0.6071 -1.6876
72 H 3.4694 -0.3613 -2.4424
73 H 4.1393 1.1770 -4.1774
74 H 5.6758 0.1602 -4.5923
75 H 5.7368 1.4223 -3.1119
76 H 2.3682 -0.9113 -4.3622
77 H 2.7389 -1.8086 -5.9883
78 H -0.2236 -2.3928 -5.0397
79 H 0.3721 -1.3989 -6.6343
80 H 0.1460 -0.5008 -4.9890
81 H -0.6907 -1.6132 1.7967
82 H 2.4752 -3.2605 1.9061
83 H -4.1874 1.3019 2.4378
84 H -4.3566 -0.5370 2.0312
85 H -4.7014 2.4562 -0.8254
86 H -4.5426 2.8960 0.9980
87 H -6.8759 1.4068 1.4279
88 H -6.6183 0.6643 -0.2903
89 H -7.1401 2.4736 -0.2122
90 H 0.2934 0.0002 4.3956

As for the total energy: -3582.19355 Eh. The calculation puts the largest force on an atom at 0.182 Eh/bohr. The total charge is +1. As for the spin multiplicity: 1. The structure (SMILES) is CCOC[N@H+]1C[C@@](CCCN)(CCCP(=O)(OCC)OCC)O[C@H](C(=O)C(F)(F)C(F)(F)C(F)(F)C(=O)O)[C@@]1(COCC)P(O)Cl.

And the Löwdin charges, in e, turn out to be: C -0.0908; C -0.2449; O -0.1753; C -0.1113; N -0.0445; C -0.0131; C -0.3119; C -0.0935; C -0.1727; C -0.2779; N -0.0426; C -0.0992; C -0.2071; C -0.1952; P 0.7833; O -0.3818; O -0.2694; C -0.3028; C -0.0898; O -0.2683; C -0.2788; C -0.0888; O -0.0840; C -0.1651; C -0.0278; O 0.0853; C -0.1191; F 0.0345; F 0.0357; C -0.1067; F 0.0309; F 0.0210; C -0.0759; F 0.0060; F 0.0434; C -0.1674; O 0.0359; O 0.0259; C -0.4072; C -0.1861; O -0.2065; C -0.2416; C -0.0938; P 0.7605; O -0.3563; Cl 0.2484; H 0.0889; H 0.1004; H 0.0955; H 0.1026; H 0.1487; H 0.1625; H 0.1471; H 0.1882; H 0.1420; H 0.1400; H 0.1177; H 0.1427; H 0.0974; H 0.1388; H 0.0959; H 0.1116; H 0.0838; H 0.0708; H 0.1141; H 0.0990; H 0.1372; H 0.0747; H 0.1216; H 0.0978; H 0.1401; H 0.0664; H 0.0837; H 0.0942; H 0.0837; H 0.0856; H 0.1404; H 0.0894; H 0.0921; H 0.0704; H 0.1173; H 0.1193; H 0.1143; H 0.1596; H 0.1438; H 0.1196; H 0.0832; H 0.1022; H 0.0988; H 0.0628